Formula: C45H62IrN6O4
Source: the OMol25 dataset
Level of theory: wB97M-V/def2-TZVPD

Geometry (Å):
Ir1 0.59734 0.16564 0.39012
C1 -0.69951 -0.31623 5.67957
C2 -0.90400 0.49783 4.39546
C3 -1.42369 1.88787 4.76615
C4 -1.81342 -0.26284 3.44428
C5 -3.18349 -0.29416 3.69479
C6 -4.04401 -1.03872 2.90688
C7 -3.54079 -1.81175 1.87315
C8 -2.18137 -1.82689 1.59322
C9 -1.60923 -2.81725 0.59819
C10 -2.49973 -3.06713 -0.61545
C11 -1.32645 -4.13400 1.33230
C12 -1.33190 -1.01819 2.36181
N1 0.04739 -0.95322 1.99568
C13 1.01248 -1.26972 2.81558
C14 2.28600 -0.83194 2.50273
C15 3.53492 -1.08178 3.07711
C16 4.44431 -0.40563 2.29722
C17 3.73667 0.24373 1.25658
N2 2.41800 0.00720 1.39230
C18 4.45198 0.99497 0.15944
C19 3.50265 1.77950 -0.71970
C20 5.18904 -0.03808 -0.71049
C21 5.47180 1.95652 0.78291
H1 0.00031 0.18894 6.34687
H2 -0.31988 -1.31875 5.48060
H3 -1.64883 -0.43081 6.20670
H4 0.06561 0.64139 3.91596
H5 -2.35469 1.83787 5.33223
H6 -1.59461 2.50675 3.88532
H7 -0.69141 2.39645 5.39472
H8 -3.58366 0.26711 4.52952
H9 -5.10559 -1.04169 3.11834
H10 -4.21407 -2.42769 1.29152
H11 -0.65707 -2.42493 0.24059
H12 -3.41080 -3.60462 -0.34660
H13 -1.96601 -3.68600 -1.34024
H14 -2.78224 -2.12939 -1.09578
H15 -2.25251 -4.54563 1.73874
H16 -0.63577 -3.98432 2.16522
H17 -0.89298 -4.87107 0.65263
H18 0.80014 -1.85025 3.70684
H19 3.72417 -1.68744 3.94917
H20 5.51226 -0.37071 2.43347
H21 2.78763 1.11202 -1.19727
H22 4.05578 2.28930 -1.51002
H23 2.94883 2.53256 -0.16197
H24 4.47505 -0.71075 -1.19257
H25 5.87907 -0.64071 -0.11909
H26 5.75906 0.47296 -1.48911
H27 4.98419 2.65033 1.46942
H28 5.95096 2.53847 -0.00644
H29 6.25403 1.42883 1.32810
C22 0.64559 -7.74631 -2.18204
C23 0.76580 -6.25540 -2.08062
C24 0.21594 -5.42746 -3.05653
C25 0.31469 -4.05124 -2.97748
C26 -0.28890 -3.21563 -4.07887
C27 0.95261 -3.48293 -1.84896
C28 1.00844 -2.05085 -1.77435
O1 1.35093 -1.39769 -0.78380
C29 1.52091 -4.30694 -0.84450
C30 2.23223 -3.75815 0.35792
C31 1.42362 -5.67771 -0.99718
H30 0.32718 -8.05586 -3.17540
H31 -0.08928 -8.11224 -1.46183
H32 1.59458 -8.22981 -1.95102
H33 -0.28860 -5.87342 -3.90520
H34 -0.70919 -3.86173 -4.84615
H35 0.45291 -2.57651 -4.56093
H36 -1.09239 -2.57537 -3.70887
H37 0.76426 -1.49793 -2.69347
H38 3.00746 -3.04147 0.08369
H39 2.68838 -4.57029 0.92147
H40 1.53931 -3.22584 1.00991
H41 1.86854 -6.32092 -0.24662
C32 -1.73225 4.21669 -2.79174
C33 -0.64739 3.91874 -3.82098
C34 -0.04894 2.50058 -3.69582
C35 1.01065 2.27219 -4.78904
C36 1.67748 0.90350 -4.70312
C37 -1.18944 1.52550 -3.90942
O2 -1.76921 1.38350 -4.95286
N3 -1.59515 0.81732 -2.77938
C38 -0.81775 0.71539 -1.66957
O3 -1.17946 -0.03573 -0.71327
N4 0.33704 1.34304 -1.49085
C39 0.65747 2.40381 -2.33365
O4 1.46404 3.24590 -2.03303
H42 -2.06218 5.25189 -2.87606
H43 -1.35929 4.07063 -1.77324
H44 -2.61108 3.58259 -2.93044
H45 0.18017 4.61809 -3.70574
H46 -1.04201 4.02347 -4.83245
H47 1.75432 3.06326 -4.68825
H48 0.51753 2.39197 -5.75422
H49 2.18326 0.76252 -3.74380
H50 2.42570 0.79050 -5.48648
H51 0.94521 0.10074 -4.83534
H52 -2.41822 0.23388 -2.84656
N5 -0.21807 1.69110 1.31845
C40 -0.97429 2.55464 1.44113
N6 -1.83416 3.51869 1.57385
C41 -3.25362 3.20054 1.82804
C42 -4.12903 4.16029 1.03951
C43 -3.75552 5.60905 1.34554
C44 -2.28057 5.86368 1.04358
C45 -1.38954 4.90396 1.81581
H53 -3.44565 3.29790 2.90159
H54 -3.42085 2.16040 1.54895
H55 -5.17286 3.96714 1.29045
H56 -4.00687 3.96243 -0.02939
H57 -3.95562 5.82118 2.40109
H58 -4.37864 6.28855 0.76425
H59 -2.00135 6.88510 1.30472
H60 -2.09504 5.73855 -0.02653
H61 -1.44730 5.10150 2.89135
H62 -0.34850 4.98312 1.50704

Values from the calculation:
Highest occupied orbital energy ... -9.928 eV
Spin multiplicity ... 1
Total charge ... +1
Energy above the lowest of the compared OMol25 structures with the same formula, charge and spin ... 0.0643 eV
LUMO ... -3.264 eV